151
Properties=species:S:1:pos:R:3:forces:R:3:lowdin_charge:R:1 method="wB97M-V/def2-TZVPD" lumo_ev=0.13 energy_ev=-166699.7535 smiles="CCOS(C)(=O)=O.CCOS(C)(=O)=O.CCOS(C)(=O)=O.CCOS(C)(=O)=O.CCOS(C)(=O)=O.CCOS(C)(=O)=O.CCOS(C)(=O)=O.COCCOCCOC.COCCOCCOC"
S -27.13891 -21.62555 -12.46944 -1.464 -0.041 -1.232 0.7210
S -23.76767 -8.93385 -17.82159 -1.081 -0.243 0.232 0.7196
S -23.57040 -33.47165 -12.46765 -0.294 -0.585 0.891 0.6716
S -7.72356 -22.93479 -12.96311 -0.303 2.075 -0.803 0.6759
S -18.01720 -15.95930 -12.57441 1.132 -0.783 -1.962 0.6902
S -12.68237 -29.65624 -16.70195 0.606 -0.591 -1.620 0.6560
S -18.96209 -21.46820 -23.33844 -0.952 1.979 -0.653 0.7065
O -17.84015 -24.64808 -9.04247 0.524 0.124 0.573 -0.1937
O -17.61624 -15.77628 -14.14614 -2.190 0.831 0.370 -0.2945
O -24.52262 -9.81192 -16.88725 1.859 2.076 -2.068 -0.3169
O -20.66702 -20.31965 -17.68468 -0.736 -0.107 0.560 -0.1851
O -14.98414 -23.86267 -8.17555 -0.938 0.112 -2.148 -0.1228
O -22.09860 -32.65546 -12.46279 -2.170 -1.350 0.306 -0.2617
O -24.33290 -8.52864 -19.10259 0.965 -0.862 1.804 -0.2995
O -11.47731 -29.36813 -17.48914 -1.860 -0.344 1.301 -0.3085
O -18.83271 -22.31006 -24.53437 -0.196 1.210 2.707 -0.2948
O -8.82650 -21.84171 -13.63643 0.756 -1.595 1.546 -0.2720
O -24.32130 -33.05670 -13.61650 0.928 -0.016 0.246 -0.2877
O -12.76475 -23.49585 -6.28197 0.982 1.028 0.202 -0.1690
O -19.57640 -20.11797 -23.47314 1.683 -2.763 0.271 -0.3286
O -26.95072 -22.76100 -13.73817 0.765 2.261 2.226 -0.2961
O -8.41542 -23.67333 -11.94336 0.338 0.329 -1.185 -0.2739
O -17.43979 -21.36469 -22.69983 -2.602 -1.453 -2.634 -0.2525
O -17.15249 -15.01025 -11.85497 -2.131 -1.835 -0.498 -0.2987
O -22.28812 -9.66303 -18.16443 -3.149 1.967 -0.500 -0.2375
O -28.49546 -21.00139 -12.58635 3.483 -1.777 0.443 -0.3212
O -13.99723 -29.28696 -17.63832 1.375 0.593 1.925 -0.2727
O -24.22010 -33.34181 -11.16120 1.545 -0.346 -1.693 -0.3063
O -20.01979 -22.84367 -16.83630 0.613 -1.016 1.912 -0.1305
O -6.54764 -22.15021 -12.61701 -1.061 -1.257 -0.492 -0.3017
O -12.89188 -29.09463 -15.39766 -0.073 -0.125 -1.081 -0.2778
O -17.43856 -22.95942 -15.75346 0.934 -0.396 0.380 -0.1717
O -25.93520 -20.80747 -12.45592 -1.751 -1.254 -0.277 -0.2959
O -17.95099 -17.41330 -12.43640 -0.176 1.836 1.230 -0.3110
C -12.86528 -31.47754 -16.61650 -0.053 0.687 -0.147 -0.1083
C -16.03050 -23.16548 -15.62830 -0.270 1.843 0.556 -0.0931
C -19.23759 -24.55233 -9.00997 0.341 -0.432 0.044 -0.1241
C -19.80353 -15.44027 -12.68515 0.914 0.678 0.677 -0.0933
C -28.00716 -23.62690 -14.10927 -0.517 0.724 -1.365 -0.2926
C -23.00288 -35.23402 -12.75205 0.006 0.736 0.348 -0.1006
C -14.06083 -29.80569 -18.97034 0.018 -0.786 0.299 -0.2966
C -17.19415 -23.40563 -9.22104 -0.095 -0.930 -0.190 -0.2118
C -8.30074 -20.69170 -14.24678 -0.693 1.994 -1.174 -0.3072
C -20.36365 -31.42237 -11.43053 0.004 -1.194 -0.672 -0.0696
C -20.09581 -20.57615 -16.39152 0.991 -0.262 -0.522 -0.1968
C -16.60298 -21.27252 -20.59822 0.928 -1.561 2.442 -0.0859
C -20.57132 -11.16760 -17.60950 0.148 -0.712 0.530 -0.0655
C -23.22140 -7.35145 -17.00626 0.004 -0.958 -0.033 -0.1011
C -18.00036 -24.17933 -16.09700 -1.600 -0.062 -1.352 -0.2390
C -13.63733 -24.28571 -8.38182 -1.289 0.631 0.046 -0.2074
C -20.58786 -19.00748 -18.18421 0.526 0.407 1.099 -0.1175
C -21.53225 -32.39608 -11.17258 1.253 1.712 0.608 -0.2925
C -27.59752 -24.08230 -15.52253 -0.049 -0.725 0.733 -0.0610
C -7.43861 -23.87793 -14.51106 0.692 0.338 0.773 -0.1031
C -15.69418 -23.61758 -9.43246 -0.826 0.536 1.618 -0.1544
C -17.26330 -20.50938 -21.62676 0.367 2.186 -0.127 -0.3586
C -27.02423 -22.83196 -11.11344 -0.095 0.554 -0.130 -0.1200
C -14.21045 -28.75102 -20.05334 0.230 -0.517 -0.145 -0.0524
C -19.53026 -24.04964 -16.24381 -0.428 -0.641 -0.965 -0.1770
C -11.44461 -22.95499 -6.57983 -0.192 -0.667 0.663 -0.0844
C -19.87403 -22.25941 -21.93242 0.396 -0.248 -1.147 -0.0975
C -9.46564 -19.68356 -14.60534 0.839 -1.754 -0.225 -0.0536
C -20.57003 -21.92929 -15.87874 -0.161 1.493 -2.211 -0.1715
C -21.80738 -10.39277 -17.10719 2.622 -2.163 0.831 -0.3465
C -16.05979 -15.80192 -15.94713 0.432 0.571 -1.005 -0.0679
C -13.12489 -24.64036 -7.01846 1.461 -0.069 -1.025 -0.2180
C -16.33883 -16.22831 -14.57251 0.117 -0.476 2.432 -0.3109
H -15.76747 -21.88128 -20.94384 0.122 0.297 -0.269 0.0916
H -22.16806 -31.83883 -10.48460 -0.782 -0.457 -0.374 0.1114
H -21.64464 -21.94168 -16.06085 -0.283 -0.149 0.590 0.1269
H -12.23218 -25.22103 -7.25079 0.385 -0.402 0.456 0.1140
H -20.16103 -19.83506 -15.59488 -0.782 0.646 -0.337 0.1230
H -19.80180 -14.42943 -13.09295 0.093 -0.157 -0.237 0.0623
H -15.48226 -16.61844 -16.38056 0.182 0.417 -0.463 0.0838
H -13.05609 -23.47844 -8.82744 0.225 0.295 0.122 0.1214
H -10.26341 -20.15240 -15.18139 -0.039 -0.437 0.214 0.0661
H -21.30209 -18.33407 -17.71039 -0.805 -0.154 -0.295 0.0815
H -22.43093 -35.32054 -13.67590 0.126 0.510 0.151 0.0636
H -22.38308 -7.01471 -17.61613 -0.151 0.080 0.062 0.0655
H -15.59670 -22.16553 -15.63331 0.081 0.086 0.100 0.0847
H -19.03046 -20.67362 -16.60040 0.349 -0.082 0.350 0.1193
H -6.69288 -23.31865 -15.07604 -0.136 0.271 0.109 0.0622
H -11.27733 -22.45121 -7.53185 -0.673 -0.255 -0.396 0.0783
H -24.02657 -6.61747 -16.97363 -0.163 -0.340 -0.510 0.0674
H -19.85757 -10.65280 -18.25265 -0.248 0.518 0.240 0.0783
H -26.86376 -22.32840 -10.16014 -0.175 0.245 -0.185 0.0700
H -22.92369 -7.49338 -15.96736 0.161 -0.438 -0.167 0.0609
H -16.94110 -15.60734 -16.55831 -0.177 -0.395 0.169 0.0865
H -19.54055 -31.98716 -11.86826 0.255 0.026 0.173 0.0706
H -20.64539 -30.72993 -12.22378 -0.144 0.414 0.473 0.0801
H -18.17625 -20.06020 -21.23579 -0.209 0.017 -0.325 0.1167
H -17.29778 -21.99113 -20.16353 -0.154 -0.095 0.088 0.0802
H -15.56769 -23.67116 -16.47576 -0.266 -0.556 0.120 0.0896
H -21.14807 -33.26543 -10.63898 -0.301 -0.398 -0.356 0.1178
H -13.57419 -25.09193 -9.11266 -0.184 -0.502 0.157 0.1240
H -28.93278 -23.05467 -14.17148 -0.104 0.047 0.124 0.1102
H -11.13560 -22.21818 -5.83840 -0.706 -0.009 0.299 0.0811
H -16.25925 -20.66521 -19.76089 0.048 0.175 -0.069 0.0895
H -13.16840 -30.40475 -19.15146 0.263 0.309 -0.297 0.0978
H -20.77003 -12.11241 -18.11542 -0.585 0.142 -0.180 0.0732
H -28.45472 -24.52020 -16.03394 0.082 -0.024 -0.070 0.0763
H -22.41388 -35.53393 -11.88530 0.090 0.173 -0.085 0.0575
H -16.62418 -19.71440 -22.01098 -0.087 0.342 0.194 0.1328
H -26.82247 -24.83988 -15.40649 -0.019 -0.128 -0.208 0.0736
H -27.15812 -23.28610 -16.12343 -0.337 0.189 0.235 0.0830
H -14.31398 -29.30174 -20.98827 0.034 -0.027 -0.140 0.0792
H -9.90699 -19.27979 -13.69414 0.269 0.475 -0.285 0.0761
H -20.31815 -22.00725 -14.82111 0.281 -0.645 -0.170 0.1316
H -16.25695 -17.30727 -14.44120 -0.331 -0.118 -0.099 0.1169
H -12.89265 -31.83927 -17.64437 -0.029 0.003 0.122 0.0522
H -17.50097 -22.72868 -8.42373 0.472 0.255 0.183 0.1316
H -19.91844 -21.71046 -20.99179 0.815 0.277 -0.207 0.0635
H -15.62426 -24.43785 -10.14685 0.434 -0.188 0.084 0.1260
H -20.05230 -24.36352 -15.33990 -0.013 0.750 0.474 0.1178
H -17.57566 -24.47431 -17.05654 -0.012 -0.095 -0.407 0.1140
H -15.51327 -14.85884 -15.94177 0.240 -0.144 -0.206 0.0832
H -9.02262 -19.02019 -15.34815 -0.046 0.743 0.632 0.0720
H -7.57583 -20.11460 -13.67271 -0.091 -0.460 0.625 0.1097
H -23.82052 -35.94749 -12.85465 -0.453 0.589 0.218 0.0652
H -20.19632 -15.33680 -11.67366 0.383 -0.187 0.194 0.0636
H -27.94447 -23.41506 -11.07798 0.121 0.039 -0.105 0.0661
H -28.15602 -24.44251 -13.40165 0.243 -0.140 -0.011 0.1139
H -7.76604 -20.92866 -15.16658 -0.087 -0.363 -0.236 0.1071
H -19.67346 -18.51163 -17.85847 0.737 -0.219 -0.379 0.0754
H -19.37029 -23.22344 -21.86183 -0.391 -0.072 0.353 0.0670
H -12.02126 -31.94323 -16.10772 0.033 0.397 0.038 0.0726
H -15.83953 -23.57450 -14.63616 0.361 -0.570 -0.246 0.0921
H -13.27700 -28.19275 -20.12481 -0.119 0.163 0.081 0.0837
H -6.94521 -24.81399 -14.24942 -0.448 -0.142 0.033 0.0679
H -20.65716 -19.01296 -19.27199 -0.144 -0.036 0.173 0.0861
H -15.06239 -28.07209 -20.01645 0.042 -0.143 0.526 0.0802
H -20.03935 -30.96610 -10.49525 -0.061 0.190 -0.232 0.0807
H -17.58737 -23.03179 -10.16641 0.077 0.579 -0.261 0.1161
H -15.42032 -22.67397 -9.90437 0.868 0.023 -0.016 0.1206
H -22.48202 -11.13830 -16.68630 -0.437 0.274 -0.263 0.1155
H -13.82025 -25.27727 -6.47172 -0.087 0.377 0.113 0.1348
H -17.80798 -25.03741 -15.45295 0.244 0.157 0.688 0.1244
H -20.06165 -11.48572 -16.70004 0.357 0.079 0.023 0.0711
H -19.67875 -24.07820 -8.13322 0.381 -0.056 0.614 0.0821
H -19.48217 -25.61431 -9.03166 -0.968 0.309 -0.302 0.0940
H -10.69595 -23.74078 -6.47912 0.003 -0.320 -0.214 0.0803
H -19.60310 -23.92204 -9.82068 -0.194 -0.437 -0.636 0.0812
H -19.88467 -24.81106 -16.93860 0.427 -0.386 -0.197 0.1177
H -26.14500 -23.44308 -11.31737 -0.175 0.031 -0.178 0.0725
H -8.34848 -23.96007 -15.10560 -0.002 -0.221 0.475 0.0744
H -15.68144 -15.79258 -13.82013 0.723 -0.020 -0.368 0.1167
H -13.79459 -31.71047 -16.09666 0.066 0.144 -0.053 0.0725
H -14.83848 -30.55978 -18.84908 -0.535 0.247 -0.814 0.1220
H -20.48621 -16.10301 -13.21696 0.769 -0.237 -0.249 0.0716
H -20.92679 -22.33119 -22.20564 0.200 -0.292 -0.522 0.0697
H -21.43708 -9.79648 -16.27328 -0.298 0.581 0.000 0.1155